Density functional theory data (ωB97M-V/def2-TZVPD) for a cluster of 8 separate species, C6H29NO8 in total in a non-equilibrium geometry.

CARTESIAN COORDINATES (ANGSTROEM)
C -0.525615 -2.282897 1.219314
C -1.715050 -2.953199 0.579933
C -0.091701 -1.156182 0.301390
N -0.757649 0.155486 0.790604
C -0.465872 1.772941 -1.157618
C -0.156914 1.411609 0.255899
C -0.546273 2.483414 1.306647
O 0.693602 3.186879 1.382726
H -0.836873 -2.006003 2.329178
H 0.331737 -2.965096 1.237200
H -2.301196 -2.298583 -0.053375
H -2.356099 -3.490897 1.434017
H -1.320992 -3.856615 -0.061971
H 0.954524 -1.083609 0.279764
H -0.402439 -1.364278 -0.712209
H -1.717312 0.230215 0.365745
H -1.475063 1.334227 -1.326098
H -0.791103 2.788128 -1.289030
H 0.482953 1.711512 -1.818173
H 0.959674 1.289205 0.435415
H -0.792287 1.992071 2.307440
H -1.337913 3.260777 0.941098
H 0.472158 4.027920 1.794945
H 1.005223 -0.889920 3.294746
H 0.706046 0.229293 2.543309
O 1.458950 -0.008399 2.972561
H 2.192471 -0.509843 -0.328152
H 2.342153 0.953114 -0.961198
O 2.364372 0.031763 -1.154952
H -1.152100 -1.335051 -2.593059
H -1.421255 -2.675946 -2.016423
O -1.789988 -1.922478 -2.386025
H 1.437707 3.296567 -0.115962
H 2.873357 3.865671 -0.321213
O 2.145269 3.492346 -0.809746
H -3.182439 -0.528081 -1.998813
H -3.648694 -1.139707 -0.838165
O -3.884393 -0.446961 -1.366920
H 2.624309 -0.579423 2.041889
H 3.801700 -0.759324 1.096855
O 2.949953 -0.986949 1.224786
H 1.018914 -0.486409 -2.198570
H 1.298209 -1.014127 -3.627405
O 0.555937 -0.773158 -3.000384

Cartesian forces (eV/Å) of the 2 atoms listed first:
C -0.58 -0.17 1.37
C -0.71 -4.15 1.30

Output
HOMO (spin up / spin down) (eV): -14.4 / -14.4
2S+1: 2
Charge: +1
Electronic energy (eV): -24550.645
Orbital gap (spin up / spin down) (hartree): 0.4238 / 0.2117
LUMO (spin up / spin down) (eV): -2.841 / -8.608

=====

Density functional theory data (ωB97M-V/def2-TZVPD) for a structure of composition CHBr2IO2S in a non-equilibrium geometry.

CARTESIAN COORDINATES (ANGSTROEM)
C -0.896922 -0.320310 0.449246
O 1.701113 -0.922756 0.646083
O 1.252015 1.439302 0.438352
S 0.945520 0.144202 0.028733
Br -0.893117 -0.247510 2.296126
Br -1.781855 1.051266 -0.532022
I 0.821190 0.024848 -3.247128
H -1.147945 -1.169042 -0.079389

Cartesian forces (eV/Å) of the 2 atoms listed first:
C 1.38 3.21 -0.99
O -0.22 0.16 -1.16

Output
HOMO (spin up / spin down) (eV): -9.8 / -9.8
Electronic energy (eV): -164165.876
Orbital gap (spin up / spin down) (hartree): 0.2225 / 0.2223
LUMO (spin up / spin down) (eV): -3.711 / -3.712

=====

Density functional theory data (ωB97M-V/def2-TZVPD) for a structure of composition C37H32AsClOPSc in a non-equilibrium geometry.

CARTESIAN COORDINATES (ANGSTROEM)
Sc -0.489089 -0.961143 0.274675
Cl -0.373071 -3.213215 -0.197102
C 1.622381 -0.754286 0.036417
O 2.763006 -0.818022 -0.211058
P -0.203756 -0.117509 -2.288597
C 0.390341 1.498373 -2.932903
C 0.860001 -1.299886 -3.209222
C -1.810002 -0.332986 -3.149697
C 0.388386 -2.586729 -3.518166
C 1.246697 -3.533592 -4.075912
C 2.583533 -3.209582 -4.342970
C 3.063797 -1.931942 -4.026902
C 2.207599 -0.987709 -3.448687
H -0.642197 -2.864885 -3.290675
H 0.872434 -4.533989 -4.297956
H 3.254104 -3.948926 -4.787584
H 4.111501 -1.672064 -4.210729
H 2.590936 -0.002494 -3.173736
C 1.254395 2.285304 -2.143280
C 1.791203 3.466408 -2.665582
C 1.483741 3.877964 -3.967103
C 0.609262 3.104351 -4.734899
C 0.042197 1.937218 -4.216781
H 1.506998 1.975300 -1.122301
H 2.459192 4.067885 -2.049341
H 1.922988 4.792186 -4.374069
H 0.365068 3.405846 -5.749870
H -0.660030 1.366703 -4.822821
C -1.892128 -0.680815 -4.507292
C -3.139913 -0.857044 -5.120890
C -4.317909 -0.680202 -4.386902
C -4.235030 -0.309115 -3.039901
C -2.997913 -0.129805 -2.422259
H -0.986330 -0.825442 -5.103432
H -3.182694 -1.137183 -6.175044
H -5.291862 -0.823721 -4.862592
H -5.146869 -0.156690 -2.465039
H -2.953902 0.164846 -1.369168
H -1.205700 4.089505 0.502126
H -0.802536 4.000650 1.110584
C -1.020432 3.944720 5.357364
C 0.000515 4.112476 4.412458
C 0.327024 3.060647 3.549095
C -0.398410 1.860479 3.611378
C -1.348792 1.657769 4.616861
C -1.671482 2.712457 5.480902
As 0.111346 0.443865 2.330311
C 1.799597 -0.007119 3.248300
C 2.911011 0.659704 2.725535
C 4.174674 0.379468 3.251015
C 4.286977 -0.567345 4.284272
C 3.155379 -1.201713 4.822111
C 1.885186 -0.899842 4.314632
C -1.505299 -0.750006 2.723236
C -1.388727 -1.968416 3.411590
C -2.551412 -2.679974 3.738775
C -3.808422 -2.195506 3.338766
C -3.924600 -0.979992 2.643418
C -2.768718 -0.243517 2.332605
H -1.303671 4.777406 6.001945
H 0.545986 5.055883 4.337450
H 1.140319 3.164797 2.827154
H -1.822795 0.682498 4.729398
H -2.432367 2.557915 6.247061
H 2.788970 1.397999 1.927949
H 5.050449 0.901326 2.848548
H 5.276244 -0.802955 4.678340
H 3.252571 -1.922109 5.639192
H 0.982092 -1.327252 4.746131
H -0.404693 -2.331507 3.716527
H -2.483484 -3.615404 4.310977
H -4.712210 -2.774588 3.568974
H -4.916240 -0.598880 2.354834
H -2.849315 0.751953 1.871459

Cartesian forces (eV/Å) of the 2 atoms listed first:
Sc -2.59 -1.41 -0.71
Cl 0.04 0.96 0.38

Output
HOMO (eV): -14.1
Charge: +2
Electronic energy (eV): -144271.488
Orbital gap (hartree): 0.2281
LUMO (eV): -7.870

=====

Density functional theory data (ωB97M-V/def2-TZVPD) for a structure of composition C33H26N4O4STl.

CARTESIAN COORDINATES (ANGSTROEM)
Tl -0.261079 1.444204 -0.569089
C 3.200075 0.451075 -0.951215
O 2.373065 0.308833 0.182307
C 2.967243 0.300654 1.401926
C 4.344037 0.416147 1.563068
C 4.908670 0.378870 2.832819
C 4.105722 0.222332 3.945472
C 2.729048 0.119848 3.777745
C 2.135917 0.163686 2.526474
N 0.716978 0.084862 2.385221
N -1.382989 1.346848 2.956845
C -2.442178 0.442534 2.787609
C -2.583459 -0.154257 1.528320
O -1.776680 0.131015 0.554276
C -3.615446 -1.123366 1.373801
C -4.474116 -1.437056 2.388420
C -4.404614 -0.753662 3.624537
C -5.330694 -1.000861 4.667782
C -5.304986 -0.287565 5.831732
C -4.341900 0.738366 5.991246
C -3.420975 0.987987 5.015971
C -3.395144 0.232613 3.807173
H 3.924312 -0.365448 -1.020615
H 3.730248 1.408595 -0.940906
H 2.536428 0.420012 -1.812341
H 4.986732 0.542999 0.704542
H 5.982471 0.475561 2.937564
H 4.535150 0.188353 4.938408
H 2.084180 0.009864 4.639070
H -3.675812 -1.616515 0.410281
H -5.240701 -2.192420 2.249682
H -6.080144 -1.770446 4.511539
H -6.027878 -0.483027 6.614301
H -4.341020 1.339388 6.893151
H -2.716070 1.797226 5.148803
C 5.909763 5.881189 1.159497
C 4.480590 5.428224 1.302924
C 3.785009 4.904912 0.216578
C 2.483284 4.449446 0.354566
C 1.860271 4.511644 1.592267
C 2.530216 5.043985 2.682302
C 3.832041 5.500282 2.531114
S 0.230902 3.816470 1.795328
O -0.471821 4.174634 0.568886
O -0.296669 4.363351 3.028378
N 0.575791 2.292637 1.800180
C -0.008807 1.322424 2.650023
C -0.491257 1.578373 4.085689
C -0.386351 0.534321 5.125905
C -0.462734 -0.788434 4.971653
C -0.500339 -1.580920 3.732279
C -1.090458 -2.839956 3.761149
C -1.027987 -3.660402 2.651339
C -0.318106 -3.205411 1.552260
N 0.244427 -2.003200 1.492608
C 0.122109 -1.191365 2.535513
H 6.155973 6.090270 0.118127
H 6.597089 5.109067 1.513826
H 6.101478 6.783241 1.742247
H 4.270442 4.858637 -0.752692
H 1.937713 4.053614 -0.493406
H 2.019829 5.097634 3.634935
H 4.355076 5.919504 3.384206
H -0.499364 2.602069 4.441475
H -0.336919 0.903183 6.145882
H -0.498524 -1.389829 5.875628
H -1.597078 -3.165037 4.663075
H -1.497390 -4.635095 2.644409
H -0.196087 -3.831309 0.673928

Cartesian forces (eV/Å) of the 2 atoms listed first:
Tl 0.07 0.07 0.29
C -0.01 0.02 0.02

Output
HOMO (eV): -3.5
Charge: -1
Electronic energy (eV): -64322.851
Orbital gap (hartree): 0.2167
LUMO (eV): 2.383

=====

Density functional theory data (ωB97M-V/def2-TZVPD) for an isolated molecule of C6H11NO in a non-equilibrium geometry.

CARTESIAN COORDINATES (ANGSTROEM)
C -1.434999 -2.826099 1.212972
C -1.255045 -1.611500 0.695958
C -0.027168 -1.323982 -0.151798
C -0.078392 0.129123 -0.700963
C 0.902049 1.182629 -0.158710
N 1.788529 1.913558 -1.031422
C 0.108701 2.347003 0.467425
O -0.670568 2.965618 -0.215514
H -0.752134 -3.643389 1.050921
H -2.177798 -2.961167 1.998426
H -1.984776 -0.827763 0.605984
H 0.077946 -1.958165 -1.032027
H 0.830368 -1.314666 0.526636
H -0.028885 0.143931 -1.806851
H -1.070872 0.607246 -0.703985
H 1.439976 0.735222 0.689212
H 2.683445 1.462825 -1.132964
H 1.373876 2.331774 -1.844428
H 0.275755 2.647805 1.531130

Cartesian forces (eV/Å) of the 2 atoms listed first:
C -0.54 1.04 1.12
C 0.86 -1.47 -1.51

Output
HOMO (eV): -9.1
Electronic energy (eV): -9935.816
Orbital gap (hartree): 0.3730
LUMO (eV): 1.092